15
Properties=species:S:1:pos:R:3:forces:R:3 method="wB97M-V/def2-TZVPD" de_lowest_ev=1.113 charge=+2 lumo_energy_ev="-10.8 / -15.0" gap_ev="9.41 / 4.35" energy_ev=-7798.976 multiplicity=2
C -0.492 -0.094 0.753 3.4 -0.8 -1.6
C -1.495 -0.975 0.453 -2.4 -0.5 0.5
N 0.326 0.417 -0.393 -2.7 0.4 1.2
H 0.094 -0.112 1.664 -0.5 0.6 0.6
H -1.993 -1.515 1.259 0.2 -0.1 0.1
H -1.987 -1.092 -0.512 0.4 0.0 -0.2
H 0.914 1.169 -0.035 1.1 -0.2 -0.4
H -0.314 0.899 -1.081 -0.1 0.8 -0.6
H 0.715 -0.358 -0.940 0.9 0.0 0.3
H 1.558 -2.126 2.582 0.3 -0.8 0.7
H 2.947 -1.915 1.822 -0.2 -0.3 0.3
O 2.020 -1.646 1.905 -0.4 1.3 -1.0
H -1.424 2.789 -2.252 -1.1 0.8 0.0
H -0.186 2.352 -3.015 0.2 0.1 -0.4
O -0.683 2.209 -2.210 0.9 -1.3 0.7